Below is an isolated molecule of C5H11O2P in a non-equilibrium geometry, with properties calculated with wB97M-V/def2-TZVPD.

The geometry in XYZ format:
```
19
C5H11O2P, DFT wB97M-V/def2-TZVPD
C 0.86752 -0.32019 1.34711
C 0.25272 -1.43730 0.44913
C 0.00468 -0.88527 -0.93973
C -0.85189 0.97838 -0.27913
C -0.26955 2.14487 -1.02741
O -1.01360 -1.90137 0.97775
O 1.25071 -0.60414 -1.56191
P -0.31828 1.02614 1.43319
H 1.20062 -0.70460 2.28333
H 1.80874 -0.06425 0.84060
H 1.14547 -2.29870 0.44080
H -0.60977 -1.56847 -1.59483
H -1.79610 0.46779 -0.42761
H 0.72695 1.84552 -1.30436
H -0.18692 3.00251 -0.32557
H -0.78989 2.22784 -1.91137
H -1.02208 -2.01948 1.84374
H 1.03741 -0.20539 -2.39469
H -1.43673 0.31609 2.15096
```

Computed properties:
**Orbital gap**: 0.33861 hartree
**HOMO level**: -0.308 hartree
**Strongest force on any atom**: 7.42 eV/Å
**Relative energy (zero: lowest compared OMol25 entry of this formula, charge and spin)**: 263.8 kJ/mol
**Charge**: 0

Mulliken atomic charge list, values in e, 4 entries: -1.037, 0.315, -0.452, -0.036

Below is a cluster of 2 separate species, C5H11O2S in total in a non-equilibrium geometry, with properties calculated with wB97M-V/def2-TZVPD.

The geometry in XYZ format:
```
19
C5H11O2S, DFT wB97M-V/def2-TZVPD
C 1.35042 2.55715 -0.80557
S 0.66697 1.58360 -2.16901
C 1.28852 -0.03374 -1.78403
H 1.21207 2.00218 0.12157
H 0.87922 3.53141 -0.71127
H 2.42809 2.67096 -0.95099
H 0.49091 -0.76632 -1.96417
H 1.47039 -0.24341 -0.72824
H 2.15860 -0.33949 -2.35464
C -0.70450 -0.85557 0.86446
C -1.36174 -0.65791 2.21198
C -1.42366 -1.92424 -0.04175
O -2.66588 -1.87301 -0.01540
O -0.65611 -2.68897 -0.66765
H -0.76248 -0.00859 0.18421
H 0.31102 -1.16718 0.98583
H -2.32228 -1.15409 2.32793
H -1.61021 0.37992 2.45317
H -0.74936 -1.01271 3.04356
```

Computed properties:
**Orbital gap**: 0.25877 hartree
**HOMO level**: -0.145 hartree
**Strongest force on any atom**: 1.47 eV/Å
**Relative energy (zero: lowest compared OMol25 entry of this formula, charge and spin)**: 58.2 kJ/mol
**Charge**: -1

Mulliken atomic charge list, values in e, 4 entries: -0.749, -0.112, -0.722, 0.198

Below is a cluster of 2 separate species, C5H11O2S in total, with properties calculated with wB97M-V/def2-TZVPD.

The geometry in XYZ format:
```
19
C5H11O2S, DFT wB97M-V/def2-TZVPD
C 0.73410 2.66729 -0.63249
C 0.00012 1.67864 0.26496
S 0.74143 1.69142 1.93465
C 0.42348 0.00161 2.44914
H 0.33386 2.66130 -1.64829
H 1.78822 2.39152 -0.65715
H 0.62474 3.68618 -0.24605
H 0.10416 0.65267 -0.12783
H -1.05633 1.92349 0.36207
H 0.93276 -0.15248 3.40001
H -0.64680 -0.13592 2.61779
H 0.71142 -0.69519 1.66234
O -1.66283 -1.20691 -0.30297
C -0.60250 -1.68112 -0.75689
O 0.57025 -1.27553 -0.52101
C -0.72497 -2.83823 -1.76543
H -1.60367 -2.69494 -2.39391
H 0.16946 -2.87727 -2.38467
H -0.83689 -3.79654 -1.25429
```

Computed properties:
**Orbital gap**: 0.28545 hartree
**HOMO level**: -0.159 hartree
**Strongest force on any atom**: 0.66 eV/Å
**Relative energy (zero: lowest compared OMol25 entry of this formula, charge and spin)**: 1.7 kJ/mol
**Charge**: -1

Mulliken atomic charge list, values in e, 4 entries: -1.237, 0.152, -0.232, -0.630

Below is the ion C5H11O2Si with charge -1 in a non-equilibrium geometry, with properties calculated with wB97M-V/def2-TZVPD.

The geometry in XYZ format:
```
19
C5H11O2Si, DFT wB97M-V/def2-TZVPD
C -2.23224 -0.04574 0.11505
C 0.43798 -2.26323 -0.17662
C 0.22906 1.95454 -1.22326
C 0.39128 0.95485 1.80392
C 0.76151 -0.84637 -0.65628
O -2.29493 -1.13639 -0.49009
O -3.02499 0.57925 0.87690
Si -0.31794 0.63561 0.00911
H 0.83115 -2.23425 0.78980
H -0.60052 -2.44706 -0.29105
H 0.78708 -3.05417 -0.78888
H 1.25848 2.02643 -1.00675
H 0.18883 1.52958 -2.14626
H -0.11573 2.97234 -1.20668
H -0.37986 1.53894 2.27520
H 0.39644 -0.03049 2.21475
H 1.32105 1.44499 1.85103
H 0.63021 -0.86218 -1.68993
H 1.73316 -0.71664 -0.25996
```

Computed properties:
**Orbital gap**: 0.26207 hartree
**HOMO level**: -0.120 hartree
**Strongest force on any atom**: 3.11 eV/Å
**Relative energy (zero: lowest compared OMol25 entry of this formula, charge and spin)**: 115.6 kJ/mol
**Charge**: -1

Mulliken atomic charge list, values in e, 4 entries: 0.525, -1.282, -1.186, -1.123